DFT (ωB97M-V/def2-TZVPD) results for a structure of composition C5H11B.

XYZ file:
```
17
Properties=species:S:1:pos:R:3:mulliken_charge:R:1
B 0.41 -0.18 -0.37 0.129
C 2.73 1.03 0.17 -0.548
C 2.14 -0.03 -0.33 -0.288
C -2.14 0.82 0.46 -0.954
C 0.17 -1.57 0.27 -1.049
C -1.54 0.48 -0.93 -0.807
H 3.83 1.04 0.30 0.253
H 2.04 1.91 0.56 0.141
H 2.58 -1.00 -0.52 0.317
H -1.52 1.50 0.98 0.275
H -2.49 -0.15 0.99 0.227
H -3.04 1.31 0.23 0.399
H 0.93 -2.05 0.79 0.485
H 0.27 -2.21 -0.58 0.421
H -0.81 -1.78 0.86 0.184
H -1.50 1.23 -1.62 0.485
H -2.06 -0.35 -1.26 0.330
```

gap between HOMO and LUMO: 9.7 eV
multiplicity: 1
LUMO energy: 0.024 hartree


DFT (ωB97M-V/def2-TZVPD) results for a structure of composition C16H23CeO.

XYZ file:
```
41
Properties=species:S:1:pos:R:3:mulliken_charge:R:1
Ce 0.00 -0.01 1.17 -5.067
C 2.04 0.49 2.65 -0.336
C 2.51 -0.38 1.58 0.070
C 2.48 0.38 0.36 0.452
H 2.70 -1.45 1.66 0.304
C 2.00 1.70 0.65 -0.100
C 1.73 1.76 2.07 0.348
H 1.36 2.63 2.60 0.527
H 1.83 0.19 3.67 0.334
H 2.81 0.03 -0.62 0.414
H 1.88 2.51 -0.06 0.244
C -2.29 0.37 2.21 -0.234
C -1.52 1.53 2.59 0.028
C -1.28 2.31 1.40 0.257
H -1.14 1.76 3.59 0.277
C -1.87 1.63 0.30 0.365
C -2.50 0.43 0.79 0.438
H -2.99 -0.32 0.16 0.317
H -2.52 -0.47 2.86 0.441
H -0.76 3.27 1.35 0.319
H -1.87 1.98 -0.74 0.353
O -0.11 -0.75 -0.94 0.909
C -0.17 -0.40 -2.42 3.442
C 0.53 -1.73 -2.82 -3.051
C 0.59 0.87 -2.70 -2.646
C -1.63 -0.35 -2.81 -2.941
C 0.44 -2.09 -1.35 -0.666
H 1.56 -1.61 -3.16 0.515
H -0.05 -2.38 -3.47 0.781
H -0.29 -2.86 -1.10 0.354
H 1.40 -2.24 -0.85 0.395
H 0.58 1.09 -3.78 1.092
H 1.63 0.81 -2.36 -0.214
H 0.12 1.71 -2.18 -0.021
H -1.78 -0.58 -3.88 0.588
H -2.00 0.67 -2.62 0.296
H -2.23 -1.04 -2.20 0.314
C -0.26 -2.17 2.02 -2.244
H 0.58 -2.77 1.64 0.484
H -1.25 -2.49 1.62 0.502
H -0.27 -2.03 3.12 0.361
```

gap between HOMO and LUMO (spin up / spin down): 2.0 / 2.0 eV
multiplicity: 2
net charge: -2
LUMO energy (spin up / spin down): 0.168 / 0.168 hartree


DFT (ωB97M-V/def2-TZVPD) results for a cluster of 2 separate species, C3H10NS in total.

XYZ file:
```
15
Properties=species:S:1:pos:R:3:mulliken_charge:R:1
C 1.86 -1.28 -1.17 -0.083
N 1.37 -0.23 -0.63 0.036
H 2.94 -1.39 -1.20 0.271
H 1.20 -2.05 -1.54 0.301
H 0.38 -0.13 -0.42 -0.033
H 1.97 0.53 -0.34 0.277
C -1.39 1.40 -0.42 -0.815
S -2.16 0.72 1.07 0.010
C -0.82 -0.38 1.61 -0.793
H -1.41 0.71 -1.26 0.318
H -0.35 1.68 -0.24 0.278
H -1.92 2.30 -0.73 0.327
H -1.12 -0.81 2.56 0.323
H -0.68 -1.23 0.93 0.266
H 0.11 0.16 1.78 0.318
```

gap between HOMO and LUMO: 6.4 eV
multiplicity: 1
net charge: +1
LUMO energy: -0.215 hartree


DFT (ωB97M-V/def2-TZVPD) results for the molecule C6H12F4P2.

XYZ file:
```
24
Properties=species:S:1:pos:R:3:mulliken_charge:R:1
C 2.32 2.34 0.08 -1.109
P 1.47 0.93 -0.75 0.123
C 2.91 -0.23 -0.91 -1.092
C 0.67 0.11 0.69 -0.066
F 0.80 0.77 1.86 -0.268
P -1.09 -0.23 0.27 0.841
C -1.67 -1.15 1.74 -1.291
C -0.86 -1.44 -1.07 -1.202
C -3.13 0.28 -0.36 0.438
F -3.16 0.93 -1.52 -0.245
F -3.86 -0.84 -0.49 -0.229
F -3.73 1.04 0.57 -0.257
H 2.91 1.99 0.93 0.331
H 1.58 3.06 0.41 0.334
H 2.97 2.82 -0.65 0.373
H 3.55 0.13 -1.72 0.387
H 2.54 -1.22 -1.17 0.310
H 3.48 -0.28 0.01 0.333
H -0.88 -1.84 2.02 0.401
H -2.59 -1.69 1.52 0.398
H -1.84 -0.45 2.55 0.366
H -1.81 -1.72 -1.51 0.396
H -0.36 -2.32 -0.66 0.354
H -0.22 -0.98 -1.83 0.373
```

gap between HOMO and LUMO: 7.6 eV
multiplicity: 1
SMILES: CP(C)C(F)=P(C)(C)C(F)(F)F
LUMO energy: -0.002 hartree


DFT (ωB97M-V/def2-TZVPD) results for the molecule C4H6N2.

XYZ file:
```
12
Properties=species:S:1:pos:R:3:mulliken_charge:R:1
C 3.08 0.05 -0.04 -0.183
C 1.91 -0.36 0.10 -0.469
C -1.66 -0.59 -0.03 -0.554
C 0.62 -0.90 0.23 -0.114
N -0.47 -0.09 0.22 0.450
N -0.40 1.24 0.17 -0.831
H 3.99 0.48 -0.11 0.470
H -1.55 -1.71 -0.01 0.179
H -2.72 -0.19 0.00 0.262
H 0.47 -1.94 0.43 0.316
H -1.27 1.52 -0.33 0.257
H 0.36 1.70 -0.29 0.218
```

gap between HOMO and LUMO (spin up / spin down): 6.4 / 8.4 eV
multiplicity: 3
LUMO energy (spin up / spin down): 0.038 / -0.028 hartree


DFT (ωB97M-V/def2-TZVPD) results for the ion C4H11N2 with charge +1.

XYZ file:
```
17
Properties=species:S:1:pos:R:3:mulliken_charge:R:1
N 2.91 1.21 0.10 -0.562
C 1.69 0.64 -0.42 -0.483
C 0.85 -0.22 0.51 -0.424
C -0.56 -0.46 -0.10 -0.434
C -1.79 -0.64 0.46 -0.412
N -3.01 -0.51 -0.28 -0.258
H 3.41 1.94 -0.44 0.234
H 3.57 0.47 0.46 0.213
H 1.81 -0.16 -1.22 0.222
H 1.00 1.41 -0.83 0.368
H 1.21 -1.31 0.70 0.299
H 0.82 0.41 1.39 0.396
H -0.46 -1.02 -1.04 0.405
H -1.90 -1.31 1.33 0.343
H -2.65 -0.01 -1.07 0.403
H -3.75 0.12 -0.04 0.337
H -3.45 -1.38 -0.63 0.353
```

gap between HOMO and LUMO: 7.6 eV
multiplicity: 1
SMILES: NCC/C=C/[NH3+]
net charge: +1
LUMO energy: -0.165 hartree


DFT (ωB97M-V/def2-TZVPD) results for the molecule C11H13NO.

XYZ file:
```
26
Properties=species:S:1:pos:R:3:mulliken_charge:R:1
C -1.77 -3.33 1.57 -1.063
C -1.62 -2.48 0.19 0.632
O -1.96 -2.95 -0.94 -0.618
C -0.78 -1.29 0.26 0.592
C -0.27 -0.89 1.49 -0.624
C 0.49 0.19 1.64 -1.476
C 0.89 0.93 0.48 1.198
C 0.42 0.55 -0.69 0.706
C -0.43 -0.61 -0.80 -0.658
C 0.23 1.69 -1.84 -0.747
N 1.32 2.56 -1.68 -0.322
C 1.57 3.17 -0.41 -0.810
C 1.72 2.16 0.72 -0.742
H -0.73 -3.38 2.00 0.357
H -1.95 -4.40 1.22 0.309
H -2.54 -2.66 2.23 0.309
H -0.27 -1.58 2.36 0.075
H 0.80 0.55 2.63 0.259
H -0.91 -0.99 -1.76 0.328
H -0.75 2.31 -1.89 0.264
H 0.27 1.34 -3.01 0.299
H 2.16 2.13 -1.99 0.300
H 2.55 3.66 -0.62 0.347
H 0.82 3.98 -0.27 0.276
H 1.53 2.35 1.79 0.440
H 2.75 1.91 0.88 0.369
```

gap between HOMO and LUMO: 8.7 eV
multiplicity: 1
SMILES: CC(=O)c1ccc2c(c1)CNCC2
LUMO energy: 0.008 hartree


DFT (ωB97M-V/def2-TZVPD) results for a cluster of 3 separate species, C4H8O2 in total.

XYZ file:
```
14
Properties=species:S:1:pos:R:3:mulliken_charge:R:1
O 2.20 -0.20 0.49 -0.514
C 1.05 -0.25 -0.26 -0.574
C -0.12 0.32 0.36 0.919
O 0.07 1.08 1.51 -0.555
C -1.46 -0.70 0.24 -0.663
C -1.32 0.58 -0.46 -0.467
H 2.83 -0.88 0.17 0.359
H 0.95 -1.08 -0.95 0.425
H 0.53 0.71 -1.96 0.120
H 0.89 0.75 1.93 0.313
H -2.17 -0.81 1.08 0.272
H -1.18 -1.64 -0.22 0.207
H -0.31 0.74 -1.82 -0.034
H -1.97 1.38 -0.10 0.194
```

gap between HOMO and LUMO (spin up / spin down): 7.7 / 7.8 eV
multiplicity: 1
LUMO energy (spin up / spin down): 0.008 / 0.009 hartree


DFT (ωB97M-V/def2-TZVPD) results for a structure of composition C26H28HfN3OP.

XYZ file:
```
60
Properties=species:S:1:pos:R:3:mulliken_charge:R:1
Hf -1.12 0.54 0.95 1.509
N -0.63 -1.58 0.51 -0.352
C -0.22 -1.80 -0.89 -0.248
C -1.10 -1.62 -1.91 -0.414
C -0.73 -1.79 -3.22 -0.757
C 0.59 -2.19 -3.52 -0.694
C 1.49 -2.44 -2.47 -0.705
C 1.13 -2.03 -1.16 0.471
P 2.40 -1.67 0.18 -0.124
C 1.78 0.11 0.56 0.456
C 1.59 1.08 -0.39 -0.188
C 0.93 2.29 0.02 -0.596
C 0.20 2.35 1.24 -0.760
C 0.50 1.32 2.25 -0.240
C 1.36 0.28 1.94 -0.643
C 4.06 -1.53 -0.60 1.026
C 4.19 -0.90 -1.85 -0.231
C 5.41 -1.08 -2.56 -0.574
C 6.58 -1.59 -1.97 -0.715
C 6.44 -1.98 -0.64 -0.502
C 5.21 -2.00 0.01 -0.509
H -1.41 -2.18 0.72 0.439
H 0.17 -1.87 1.12 0.450
H -2.14 -1.42 -1.70 0.601
H -1.48 -1.66 -4.01 0.490
H 0.80 -2.52 -4.49 0.534
H 2.50 -2.80 -2.66 0.629
H 1.89 0.93 -1.42 0.372
H 0.97 3.22 -0.56 0.485
H -0.31 3.25 1.54 0.821
H 0.34 1.54 3.31 0.915
H 1.60 -0.42 2.70 0.397
H 3.38 -0.36 -2.31 0.316
H 5.34 -0.77 -3.60 0.383
H 7.47 -1.59 -2.58 0.467
H 7.30 -2.33 -0.11 0.444
H 5.25 -2.27 1.08 0.344
N -3.87 4.90 -1.28 -0.465
C -3.53 3.63 -1.11 0.900
C -4.27 2.89 -0.14 -0.792
C -3.76 1.63 0.21 -0.437
N -2.64 1.12 -0.41 -0.086
C -2.00 1.78 -1.43 -0.079
C -2.43 3.06 -1.75 -0.897
H -4.26 5.37 -0.50 0.284
H -3.13 5.45 -1.69 0.278
H -5.16 3.28 0.30 0.492
H -4.21 0.94 0.89 0.598
H -1.25 1.20 -2.00 0.478
H -1.97 3.61 -2.54 0.514
C -3.85 -1.81 3.24 -1.163
C -2.78 -0.84 3.34 0.713
C -2.09 -0.66 4.57 -0.856
O -2.42 -0.10 2.25 -0.955
H -4.24 -2.04 2.22 0.326
H -4.65 -1.47 3.88 0.424
H -3.46 -2.72 3.68 0.471
H -2.73 -0.06 5.27 0.367
H -1.18 -0.07 4.35 0.162
H -1.86 -1.62 5.12 0.424
```

gap between HOMO and LUMO: 4.0 eV
multiplicity: 1
net charge: +4
LUMO energy: -0.530 hartree


DFT (ωB97M-V/def2-TZVPD) results for the molecule C8H6Cl8Si.

XYZ file:
```
23
Properties=species:S:1:pos:R:3:mulliken_charge:R:1
C -0.80 0.15 -3.35 -1.053
Si -0.34 0.90 -1.74 0.620
Cl -1.60 2.53 -1.42 -0.247
Cl 1.65 1.57 -1.89 -0.296
C -0.41 -0.36 -0.34 -0.027
C 0.87 -1.19 0.01 -1.356
C 1.04 -0.90 1.52 0.462
Cl 2.09 -2.09 2.35 -0.134
C 1.39 0.54 1.75 0.023
Cl 2.81 1.18 2.52 -0.165
C 0.27 1.27 1.48 -0.202
Cl -0.02 2.96 1.90 -0.118
C -0.79 0.28 1.03 -0.183
Cl -2.47 0.96 1.08 -0.056
C -0.43 -0.87 2.04 0.673
Cl -1.31 -2.31 1.71 -0.115
Cl -0.55 -0.41 3.73 -0.111
H -1.04 0.86 -4.11 0.314
H 0.01 -0.45 -3.72 0.302
H -1.68 -0.47 -3.14 0.317
H -1.25 -1.01 -0.65 0.606
H 0.76 -2.27 -0.27 0.261
H 1.80 -0.88 -0.49 0.485
```

gap between HOMO and LUMO: 9.8 eV
multiplicity: 1
SMILES: C[Si](Cl)(Cl)[C@H]1C[C@@]2(Cl)C(Cl)=C(Cl)[C@]1(Cl)C2(Cl)Cl
LUMO energy: 0.008 hartree


DFT (ωB97M-V/def2-TZVPD) results for the ion C9H10ClFN3O with charge +1.

XYZ file:
```
25
Properties=species:S:1:pos:R:3:mulliken_charge:R:1
C 2.48 0.76 -1.25 -0.722
C 1.69 1.06 -0.20 0.171
C 2.04 1.90 0.95 -1.082
N 0.27 0.91 -0.54 0.311
C -0.27 2.15 -0.79 0.304
Cl 0.63 3.05 -1.90 -0.032
N -1.41 2.61 -0.30 -0.482
C -2.10 1.88 0.51 -0.304
C -1.79 0.55 0.70 0.428
F -2.58 -0.29 1.47 -0.281
C -0.69 -0.08 -0.03 0.092
N -0.83 -1.43 -0.10 -0.204
C -0.38 -2.66 -0.71 -0.338
C -0.76 -3.79 -0.08 -0.161
O -1.57 -3.66 1.02 -0.464
H 3.51 1.10 -1.24 0.307
H 2.13 0.37 -2.20 0.327
H 3.17 1.80 1.26 0.393
H 1.50 1.74 1.88 0.348
H 1.84 3.07 0.72 0.243
H -2.88 2.28 0.99 0.584
H -1.65 -1.64 0.62 0.456
H 0.39 -2.44 -1.41 0.451
H -0.94 -4.69 -0.68 0.293
H -1.80 -4.53 1.31 0.365
```

gap between HOMO and LUMO (spin up / spin down): 7.4 / 7.4 eV
multiplicity: 1
SMILES: C=C(C)n1c(Cl)ncc(F)/c1=[NH+]/C=C\O
net charge: +1
LUMO energy (spin up / spin down): -0.180 / -0.180 hartree


DFT (ωB97M-V/def2-TZVPD) results for a structure of composition C3H4N2O.

XYZ file:
```
10
Properties=species:S:1:pos:R:3:mulliken_charge:R:1
N 2.09 0.14 -0.39 -0.374
C 0.83 -0.26 -0.11 0.593
N -0.08 0.84 -0.09 -0.567
C -1.20 0.35 0.18 0.548
C -2.17 -0.39 0.66 -0.572
O 0.51 -1.42 0.08 -0.581
H 2.30 1.12 -0.42 0.224
H 2.84 -0.53 -0.35 0.244
H -2.23 1.01 0.45 0.230
H -2.89 -0.87 0.00 0.256
```

gap between HOMO and LUMO: 10.1 eV
multiplicity: 1
LUMO energy: 0.023 hartree


DFT (ωB97M-V/def2-TZVPD) results for a structure of composition C46H57BClN5O4P2ReSSb2.

XYZ file:
```
120
Properties=species:S:1:pos:R:3:mulliken_charge:R:1
Re 0.78 -1.02 0.19 0.774
C 0.15 -4.17 2.60 -1.344
Sb -0.50 -3.42 0.74 0.750
C -2.57 -3.44 1.13 -1.373
C -0.25 -5.21 -0.40 -1.533
C -0.73 -5.17 -1.82 0.713
C -1.97 -5.73 -2.13 -0.912
C -2.44 -5.78 -3.43 -0.905
C -1.65 -5.28 -4.46 -0.664
C -0.42 -4.72 -4.16 -0.510
C 0.04 -4.62 -2.85 0.608
C 1.34 -3.93 -2.58 -1.507
Sb 1.20 -1.76 -2.48 -0.100
C 3.04 -1.38 -3.47 -1.365
C -0.05 -1.33 -4.12 -0.349
H -0.40 -5.10 2.78 0.669
H -0.08 -3.45 3.39 0.349
H 1.22 -4.37 2.60 0.385
H -2.81 -4.48 1.37 0.576
H -3.16 -3.11 0.28 0.355
H -2.77 -2.82 2.00 0.460
H -0.82 -5.93 0.18 0.848
H 0.81 -5.47 -0.31 0.620
H -2.56 -6.16 -1.33 0.441
H -3.40 -6.22 -3.65 0.444
H -1.98 -5.35 -5.48 0.446
H 0.21 -4.36 -4.97 0.538
H 2.04 -4.07 -3.41 0.988
H 1.83 -4.25 -1.67 0.438
H 2.97 -1.96 -4.40 0.632
H 3.92 -1.70 -2.92 0.400
H 3.11 -0.32 -3.71 0.407
H 0.62 -1.12 -4.96 0.655
H -0.68 -0.48 -3.92 -0.503
H -0.65 -2.22 -4.29 0.389
B 2.23 -1.50 3.52 -0.489
N 0.94 -0.65 3.28 -0.117
C 0.25 -0.11 4.28 -0.512
C -1.01 0.29 3.83 -1.436
C -1.02 -0.04 2.50 -0.556
N 0.17 -0.63 2.16 1.426
N 3.00 -1.79 2.17 0.425
C 4.20 -2.34 2.20 -0.616
C 4.58 -2.73 0.91 -1.480
C 3.53 -2.37 0.13 -0.501
N 2.55 -1.78 0.88 1.152
H 2.97 -0.88 4.23 -0.036
H 1.93 -2.56 3.99 -0.055
H 0.69 -0.05 5.26 0.592
H -1.79 0.76 4.39 0.484
H -1.78 0.11 1.75 0.684
H 4.72 -2.44 3.14 0.569
H 5.50 -3.22 0.61 0.540
H 3.42 -2.48 -0.94 0.454
C -1.24 1.85 -5.40 -0.513
S 0.55 2.04 -5.23 -0.092
C 0.66 3.56 -4.24 -0.892
C 1.24 3.31 -2.85 -0.687
C 0.38 2.33 -2.04 0.317
N 0.40 2.52 -0.55 0.684
P -1.08 2.91 0.37 0.496
C -0.78 4.65 0.83 0.816
C -1.73 5.25 1.67 -0.681
C -1.59 6.57 2.07 -0.782
C -0.50 7.31 1.65 -0.585
C 0.46 6.73 0.83 -1.056
C 0.32 5.40 0.43 -0.147
C -2.41 3.19 -0.85 0.812
C -2.40 4.19 -1.82 -0.091
C -3.51 4.42 -2.61 -0.802
C -4.67 3.67 -2.41 -0.710
C -4.71 2.71 -1.41 -0.699
C -3.58 2.47 -0.64 -0.607
P 1.47 1.47 0.20 0.811
C 1.82 1.97 1.91 1.638
C 3.06 1.54 2.39 -1.034
C 3.49 1.88 3.66 -0.706
C 2.69 2.67 4.47 -0.976
C 1.45 3.10 4.01 -1.055
C 1.01 2.75 2.74 -0.675
C 3.06 1.88 -0.57 0.616
C 3.88 0.93 -1.17 0.611
C 5.13 1.29 -1.67 -1.007
C 5.56 2.60 -1.56 -0.976
C 4.75 3.55 -0.93 -0.755
C 3.52 3.19 -0.43 -0.677
H -1.41 1.08 -6.15 0.362
H -1.68 2.78 -5.75 0.398
H -1.72 1.55 -4.47 -0.130
H -0.34 3.99 -4.18 0.299
H 1.29 4.26 -4.79 0.577
H 1.29 4.26 -2.32 0.030
H 2.26 2.95 -2.96 0.307
H 0.65 1.29 -2.28 -0.424
H -0.65 2.42 -2.37 0.193
H -2.59 4.67 2.00 0.458
H -2.34 7.02 2.71 0.461
H -0.39 8.34 1.96 0.423
H 1.32 7.30 0.50 0.473
H 1.07 4.95 -0.20 -0.042
H -1.53 4.83 -1.93 0.498
H -3.49 5.20 -3.36 0.493
H -5.55 3.86 -3.01 0.439
H -5.62 2.14 -1.24 0.475
H -3.62 1.71 0.14 0.351
H 3.72 0.95 1.76 0.392
H 4.46 1.54 4.01 0.549
H 3.03 2.95 5.46 0.424
H 0.82 3.72 4.63 0.549
H 0.04 3.10 2.42 0.307
H 3.55 -0.09 -1.24 0.406
H 5.76 0.55 -2.14 0.507
H 6.53 2.88 -1.95 0.421
H 5.10 4.57 -0.83 0.521
H 2.90 3.93 0.07 0.311
O -3.33 -0.73 -0.57 -0.592
Cl -2.14 -0.78 -1.33 1.722
O -2.13 0.09 -2.45 -0.585
O -1.75 -2.13 -1.67 -0.263
O -1.04 -0.24 -0.37 -1.253
```

gap between HOMO and LUMO (spin up / spin down): 7.2 / 5.1 eV
multiplicity: 4
net charge: +2
LUMO energy (spin up / spin down): -0.197 / -0.274 hartree